Entry 1:
The following is a DFT calculation (the ωB97M-V functional and the def2-TZVPD basis) of the molecule C5H6F2O at a distorted geometry.

Last column: Mulliken charge in e.
Cartesian coordinates (Å):
C  1.2455  -0.5039  -0.4505  0.04
C  0.8419  -0.8077  0.9800  -1.08
C  0.0984  0.2672  0.2072  0.87
C  -1.4014  0.0594  -0.1175  0.21
C  -2.3119  0.9810  -0.3008  -0.74
H  3.1303  -0.3388  -0.8035  0.36
H  0.8387  -1.0390  -1.4398  0.27
H  0.3645  -1.6236  1.3136  0.36
H  1.7594  -0.5411  1.5779  0.27
H  -2.0020  2.0578  -0.2126  0.27
H  -3.3487  0.7111  -0.2938  0.33
O  2.3110  0.3677  -0.6662  -0.51
F  0.2953  1.6457  0.4184  -0.34
F  -1.8210  -1.2359  -0.2123  -0.28

* orbital gap: 10.17 eV
* total energy: -12761.5080 eV
* HOMO energy: -9.53 eV
* energy above the lowest of the compared OMol25 structures with the same formula, charge and spin: 57.74 kcal per mole

Entry 2:
The following is a DFT calculation (the ωB97M-V functional and the def2-TZVPD basis) of a cluster of 3 separate species, C2H11N2O2 in total at a distorted geometry.

Last column: Mulliken charge in e.
Cartesian coordinates (Å):
C  -2.5547  -0.1211  0.1103  -0.87
N  0.7153  1.5590  0.0321  -0.20
C  -0.4977  1.2050  0.3646  0.21
N  -1.0612  -0.0133  0.1270  -0.11
H  -2.9418  0.7433  0.6398  0.35
H  -2.8306  -0.9671  0.7160  0.33
H  -3.0277  -0.0220  -0.8934  0.30
H  1.2442  0.8768  -0.5144  0.18
H  1.1225  2.3273  0.5596  0.28
H  -1.2049  1.8563  0.9717  0.28
H  -0.5787  -0.6124  -0.5075  0.23
H  2.3707  -0.8485  -1.5798  0.32
H  1.1668  -1.9493  -1.9566  0.31
O  1.4994  -1.0720  -1.9124  -0.64
H  2.2684  -1.5794  0.7881  0.32
H  2.0207  -0.7187  1.9902  0.30
O  2.2893  -0.6640  1.0646  -0.60

* orbital gap: 11.70 eV
* total energy: -9321.1994 eV
* HOMO energy: -15.16 eV
* energy above the lowest of the compared OMol25 structures with the same formula, charge and spin: 25.53 kcal per mole
* charge: +1

Question: Among the records above, which one has the lowest orbital gap?
Answer: C5H6F2O

Question: What is the orbital gap in the second record?
Answer: 11.70 eV

Question: Which of these has the lowest HOMO energy?
Answer: C2H11N2O2

Question: Among the records above, which one has the lowest HOMO energy?
Answer: C2H11N2O2